*1*
Entry from OMol25: 5 unconnected molecules or ions with the total composition C2H14NO5 (ωB97M-V/def2-TZVPD).

Each line ends with the Löwdin charge.
Element x y z (Å)
O -0.7051 1.7401 0.9734  0.0509
C -1.0214 0.6006 1.1806  -0.1970
C -0.2416 -0.5402 0.5827  -0.0895
N 0.7818 0.0613 -0.3945  0.1528
H -1.8592 0.3570 1.8576  0.1384
H 0.3069 -1.2699 1.1712  0.1366
H -0.8268 -1.1249 -0.1056  0.1150
H 0.3113 0.6927 -1.0464  0.1167
H 1.3890 0.7023 0.1729  0.0922
H 1.4077 -0.6490 -0.8100  0.1072
H 2.8411 1.9687 1.6971  0.0842
H 1.4112 2.5285 1.4966  0.0497
O 2.0493 1.9170 1.1494  -0.0233
H -2.7904 -2.3014 1.9946  0.0601
H -2.0589 -3.0653 0.9320  0.0632
O -1.9133 -2.3897 1.6077  -0.0497
H -1.5309 2.5708 -1.1326  0.0416
H -2.2227 1.6387 -2.0554  0.0722
O -1.3714 1.7694 -1.6135  -0.0331
H 2.2303 -1.1183 -3.0137  0.0742
H 2.0119 -2.5097 -2.3587  0.0680
O 1.8013 -1.5785 -2.2857  -0.0304

HOMO-LUMO gap, eV: 11.495
HOMO, eV: -14.18
Net charge: +1
E_LUMO, eV: -2.7

---

*2*
Entry from OMol25: 5 unconnected molecules or ions with the total composition C2H14NO5 (ωB97M-V/def2-TZVPD).

Each line ends with the Löwdin charge.
Element x y z (Å)
O 2.0797 -0.1725 0.7365  0.0557
C 1.5298 0.1628 -0.2913  -0.1772
C 0.0008 0.3376 -0.2283  -0.1425
N -0.6099 0.2776 1.1286  0.1716
H 2.0636 0.1517 -1.1871  0.0829
H -0.1511 1.2268 -0.6843  0.0859
H -0.3920 -0.5647 -0.9030  0.1595
H -0.6785 -0.6491 1.6219  0.1760
H -0.1829 0.8516 1.7959  0.0862
H -1.5755 0.7388 0.9962  0.1664
H 1.9699 2.0902 2.8019  0.0990
H 1.9680 0.8448 3.7064  0.0378
O 1.3565 1.4225 3.2622  -0.0756
H 0.8526 -0.1779 -4.1215  0.0928
H 2.3284 -0.5032 -3.6629  0.0839
O 1.4637 -0.1305 -3.3030  -0.1206
H -1.8303 -2.1728 -0.0803  0.0057
H -0.6760 -3.1249 0.3698  0.0465
O -1.0024 -2.2761 0.2545  0.0390
H -3.3244 -0.0290 -0.8340  0.0632
H -2.6482 1.3103 -0.8638  0.1153
O -2.5417 0.3860 -0.5144  -0.0515

HOMO-LUMO gap, eV: 10.194
HOMO, eV: -13.31
Net charge: +1
E_LUMO, eV: -3.1

---

Which one is most stable, and which one is least stable? *1* is the most stable of them, while *2* is the least stable.

---

*1*
Entry from OMol25: 2 unconnected molecules or ions with the total composition C4H10IN2S (ωB97M-V/def2-TZVPD).

Each line ends with the Löwdin charge.
Element x y z (Å)
C -1.5557 0.3130 0.1433  -0.2824
C -0.0485 0.3027 0.1261  -0.6034
C -0.9155 0.5330 -1.1487  -0.2792
C -2.4414 -0.8686 0.3708  -0.0273
N 0.7661 -0.9022 0.5120  0.1620
N -0.8782 0.6890 -2.3789  0.2232
S 0.8663 1.8797 0.6158  0.8254
I 4.9428 -0.0885 0.0080  0.3491
H -1.8876 1.1795 0.8085  0.1603
H -3.3086 -0.8906 -0.3653  0.1255
H -2.9444 -0.7934 1.3007  0.0720
H -1.8071 -1.7930 0.1620  0.0986
H 0.4016 -1.8651 0.1166  0.2173
H 1.7561 -0.8282 0.2416  0.0893
H 1.0048 -0.9555 1.5987  0.2241
H 0.0560 0.6883 -2.7139  0.0711
H 6.1910 0.9061 -0.4140  -0.2757
H -0.1976 2.4938 1.0169  -0.1499

HOMO-LUMO gap, eV: 8.939
HOMO, eV: -13.11
Net charge: +1
E_LUMO, eV: -4.2

---

*2*
Entry from OMol25: 2 unconnected molecules or ions with the total composition C4H10IN2S (ωB97M-V/def2-TZVPD).

Each line ends with the Löwdin charge.
Element x y z (Å)
C -1.5518 -0.5046 0.0908  -0.2285
C -0.0503 -0.4609 -0.2193  -0.6596
C -0.5987 -0.7367 1.1619  -0.3191
C -2.4178 0.7338 0.0693  -0.0257
N 0.5828 0.8835 -0.4834  0.2095
N -0.3904 -0.9528 2.3508  0.2306
S 0.7588 -1.7449 -1.1884  0.8610
I 4.7591 0.2923 0.0027  0.4198
H -2.0643 -1.3818 -0.2912  0.1552
H -1.9391 1.5827 0.5506  0.0815
H -3.3291 0.5203 0.6231  0.1006
H -2.6952 0.9966 -0.9490  0.0897
H 0.1830 1.3254 -1.3248  0.1806
H 0.4594 1.5229 0.3117  0.1739
H 1.5950 0.7396 -0.6394  0.0976
H 0.5648 -1.0399 2.6872  0.0911
H 6.1926 -0.0751 -0.5107  -0.3493
H -0.0585 -1.7002 -2.2418  -0.1091

HOMO-LUMO gap, eV: 9.388
HOMO, eV: -13.20
Net charge: +1
E_LUMO, eV: -3.8

---

Which one is most stable, and which one is least stable? *2* is the most stable of them, while *1* is the least stable.

---

*1*
Entry from OMol25: a gas-phase ion, CH3N2O3S (charge -1) (ωB97M-V/def2-TZVPD).

Each line ends with the Löwdin charge.
Element x y z (Å)
C -0.8028 1.5958 -0.4489  -0.4865
N -0.1098 0.4859 -0.5852  0.0034
N 0.8811 0.0048 0.6623  -0.1317
O 1.8931 -2.4178 0.5835  -0.5540
O -0.7093 2.4635 0.3996  -0.0487
O -0.2741 -2.0047 -0.5239  -0.5771
S 0.5496 -1.8470 0.7262  0.6277
H -1.5109 1.7100 -1.3078  0.1173
H -0.3801 -0.4386 -0.9779  0.0408
H 0.4632 0.4481 1.4721  0.0088

HOMO-LUMO gap, eV: 8.213
HOMO, eV: -4.24
Net charge: -1
E_LUMO, eV: 4.0

---

*2*
Entry from OMol25: a gas-phase ion, CH3N2O3S (charge -1) (ωB97M-V/def2-TZVPD).

Each line ends with the Löwdin charge.
Element x y z (Å)
C -0.8708 -0.7837 -0.1834  -0.1867
N 0.1631 0.0244 -0.0296  -0.2135
N 1.4980 -0.0027 0.1118  -0.0385
O -3.0410 -0.4639 1.2713  -0.4213
O -2.0101 1.4414 0.0549  -0.3998
O -3.2485 -0.2795 -1.1833  -0.3824
S -2.4289 0.0338 -0.0252  0.4183
H -0.6761 -1.8717 0.1257  0.1223
H -0.2275 0.9899 -0.0359  0.1102
H 1.9165 0.8978 0.3517  -0.0086

HOMO-LUMO gap (spin up / spin down), eV: 8.528 / 8.528
HOMO (spin up / spin down), eV: -4.42 / -4.42
Net charge: -1
E_LUMO (spin up / spin down), eV: 4.1 / 4.1

---

Which one is most stable, and which one is least stable? *1* is the most stable of them, while *2* is the least stable.